#w
{"formula": "C5H9NS", "method": "wB97M-V/def2-TZVPD", "smiles": "C=C(CC)NC=S", "e_lumo_ha": 0.0230, "total_charge": 0, "gap_ev": 9.047, "symbols": ["C", "C", "C", "C", "N", "C", "S", "H", "H", "H", "H", "H", "H", "H", "H", "H"], "coordinates": [[-1.0872, 1.4123, -0.0010], [-0.0611, 0.5548, 0.0193], [-0.1791, -0.9434, -0.0275], [-1.5781, -1.4895, -0.0062], [1.2444, 1.1659, -0.0560], [2.5107, 0.6727, 0.0140], [3.0731, -0.8417, -0.0035], [-2.1234, 0.9754, 0.1681], [-1.0162, 2.4884, -0.1384], [0.3397, -1.3529, -0.9016], [0.3188, -1.3733, 0.8588], [-2.1826, -1.1375, -0.8790], [-1.6244, -2.6132, -0.0975], [-2.0652, -1.2697, 0.9494], [1.2070, 2.1693, 0.0798], [3.2237, 1.5824, 0.0213]], "mulliken_charge": [-0.98, 0.53, -0.10, -1.69, -0.17, -0.09, -0.33, 0.21, 0.29, 0.36, 0.35, 0.38, 0.35, 0.39, 0.25, 0.23]}


#x
{"formula": "C5H9NS", "method": "wB97M-V/def2-TZVPD", "smiles": "CC=[S@]1(=N)[C@@H]2C[C@@H]21", "e_lumo_ha": 0.0286, "total_charge": 0, "gap_ev": 8.554, "symbols": ["C", "C", "S", "N", "C", "C", "C", "H", "H", "H", "H", "H", "H", "H", "H", "H"], "coordinates": [[-0.1032, 1.2369, 2.1440], [0.1581, 1.2293, 0.6681], [0.6848, -0.2405, 0.0223], [1.9942, -0.6175, 0.7185], [0.5830, -0.3212, -1.7625], [-0.8720, -0.6045, -1.9029], [-0.0640, -1.5362, -1.0854], [-1.1013, 0.8877, 2.4234], [0.6433, 0.6223, 2.6396], [0.0033, 2.2609, 2.4991], [-0.6335, 1.6366, 0.0506], [2.3058, -1.5641, 0.5719], [1.3208, -0.2911, -2.5413], [-1.5910, 0.0443, -1.4178], [-1.1990, -0.9626, -2.8705], [0.1115, -2.5824, -1.2450]], "mulliken_charge": [-0.98, -0.40, 0.64, -0.69, -0.26, -0.43, -0.37, 0.25, 0.33, 0.31, 0.29, 0.23, 0.35, 0.13, 0.26, 0.34]}


Preferred: #w; penalty for the next structure: 529.4 kJ/mol.


#w
{"formula": "C3H8N2OS", "method": "wB97M-V/def2-TZVPD", "smiles": "NC(=O)NCCS", "e_lumo_ha": 0.0217, "total_charge": 0, "gap_ev": 9.986, "symbols": ["N", "C", "O", "N", "C", "C", "S", "H", "H", "H", "H", "H", "H", "H", "H"], "coordinates": [[0.3306, 0.8972, 1.9724], [1.3951, 0.3515, 1.2700], [2.5309, 0.6658, 1.5684], [1.1062, -0.5461, 0.2887], [-0.1934, -0.8295, -0.2557], [-0.5362, 0.0368, -1.4959], [-2.0223, -0.6017, -2.3159], [0.5663, 1.7355, 2.4842], [-0.6303, 0.8156, 1.6511], [1.8579, -1.1177, -0.0185], [-0.9835, -0.6727, 0.4800], [-0.2681, -1.8723, -0.5527], [0.2567, -0.0819, -2.2370], [-0.5123, 1.0862, -1.2119], [-2.8976, 0.1334, -1.6271]], "mulliken_charge": [-0.39, 0.50, -0.64, -0.09, -0.73, -0.55, -0.20, 0.25, 0.19, 0.21, 0.28, 0.40, 0.31, 0.33, 0.12]}


#x
{"formula": "C3H8N2OS", "method": "wB97M-V/def2-TZVPD", "smiles": "COCNC(N)=S", "e_lumo_ha": 0.0257, "total_charge": 0, "gap_ev": 8.992, "symbols": ["C", "O", "C", "N", "C", "N", "S", "H", "H", "H", "H", "H", "H", "H", "H"], "coordinates": [[-0.9731, 2.3635, 0.2422], [0.4234, 2.4371, -0.1802], [0.9207, 1.1197, -0.5018], [1.2397, 0.4086, 0.7444], [1.2880, -0.9861, 0.8324], [1.6465, -1.5812, 2.0109], [0.9179, -1.9464, -0.4642], [-1.2473, 3.3066, 0.6691], [-1.1210, 1.5829, 0.9790], [-1.6171, 2.1647, -0.6426], [1.7941, 1.2365, -1.1434], [0.1780, 0.5507, -1.0373], [1.4981, 0.9541, 1.5398], [1.5701, -2.6096, 2.0375], [1.4196, -1.0634, 2.8521]], "mulliken_charge": [-0.64, -0.39, -0.49, -0.17, 0.41, -0.45, -0.44, 0.27, 0.29, 0.25, 0.29, 0.38, 0.23, 0.25, 0.21]}


#y
{"formula": "C3H8N2OS", "method": "wB97M-V/def2-TZVPD", "e_lumo_ha": [0.0228, 0.0228], "total_charge": 0, "gap_ev": [7.328, 7.327], "symbols": ["C", "C", "C", "N", "N", "O", "S", "H", "H", "H", "H", "H", "H", "H", "H"], "coordinates": [[0.3794, 1.5769, -0.1131], [-0.9484, -0.1845, 0.2015], [-1.6267, -1.4729, -0.1168], [-0.5074, 1.9046, 0.9379], [-1.3157, 0.8054, 1.0255], [0.2409, 0.1652, -0.3445], [3.4006, -0.3383, -0.9654], [0.0244, 2.0939, -1.0548], [1.4047, 1.7690, 0.0328], [-0.8584, -2.2234, -0.3425], [-2.2577, -1.3142, -0.9274], [-2.3598, -1.7159, 0.6812], [2.3580, -0.5729, -0.2371], [-2.0548, 0.6914, 1.6855], [4.1209, -1.1843, -0.4628]], "mulliken_charge": [-0.19, 0.54, -1.02, -0.82, 0.23, -0.35, -0.22, 0.19, 0.29, 0.29, 0.29, 0.32, 0.13, 0.21, 0.11]}


Preferred: #w; penalty for the next structure: 93.5 kJ/mol.


#w
{"formula": "C3H8N2OS", "method": "wB97M-V/def2-TZVPD", "smiles": "NC(=O)[C@H](N)CS", "e_lumo_ha": 0.0257, "total_charge": 0, "gap_ev": 9.678, "symbols": ["N", "C", "O", "C", "N", "C", "S", "H", "H", "H", "H", "H", "H", "H", "H"], "coordinates": [[-0.9478, -0.6334, -1.8232], [-1.1946, -0.8118, -0.4872], [-2.1955, -1.3460, -0.0737], [-0.1567, -0.2339, 0.5028], [-0.6125, 1.0114, 1.0363], [1.2651, -0.1864, -0.0417], [2.4935, 0.2195, 1.2410], [-0.3187, 0.1135, -2.0642], [-1.6692, -0.9128, -2.4672], [-0.1459, -0.9694, 1.3137], [-1.1181, 0.9746, 1.9013], [-0.3191, 1.9097, 0.7011], [1.6078, -1.1253, -0.4753], [1.3352, 0.5786, -0.8239], [1.9766, 1.4116, 1.5602]], "mulliken_charge": [-0.35, 0.35, -0.60, 0.28, -0.45, -0.98, -0.19, 0.19, 0.25, 0.25, 0.17, 0.20, 0.39, 0.38, 0.11]}


#x
{"formula": "C3H8N2OS", "method": "wB97M-V/def2-TZVPD", "smiles": "[H]/N=C(/N)SCCO", "e_lumo_ha": 0.0176, "total_charge": 0, "gap_ev": 9.330, "symbols": ["H", "N", "C", "N", "S", "C", "C", "O", "H", "H", "H", "H", "H", "H", "H"], "coordinates": [[3.1537, 0.1275, 0.0351], [2.6881, -0.7664, 0.0375], [1.5355, -0.6726, -0.5040], [0.6883, -1.7882, -0.6462], [0.8441, 0.7975, -1.2296], [-0.2567, 1.4309, -0.0060], [-1.2304, 0.4338, 0.6352], [-2.0177, -0.3097, -0.2306], [-0.3014, -1.5193, -0.6686], [0.9304, -2.6502, -0.2089], [-0.8473, 2.2415, -0.4395], [0.3423, 1.8745, 0.8424], [-0.7005, -0.2674, 1.3199], [-1.8670, 1.1228, 1.2827], [-2.9616, -0.0548, -0.2193]], "mulliken_charge": [0.27, -0.73, 0.56, -0.48, -0.21, -0.41, -0.61, -0.55, 0.28, 0.22, 0.33, 0.30, 0.30, 0.38, 0.33]}


#y
{"formula": "C3H8N2OS", "method": "wB97M-V/def2-TZVPD", "e_lumo_ha": 0.0251, "total_charge": 0, "gap_ev": 9.100, "symbols": ["C", "C", "C", "N", "N", "O", "S", "H", "H", "H", "H", "H", "H", "H", "H"], "coordinates": [[-1.8438, 0.5589, 0.1484], [-0.8485, 0.1024, 1.2283], [-1.0196, 0.2664, -1.1613], [1.3827, -1.1945, 0.1595], [2.7853, -1.1962, 0.0542], [1.3296, 1.6134, -0.2035], [0.4925, 0.0536, -0.1177], [-2.6925, -0.1265, 0.1539], [-2.2064, 1.7019, 0.1347], [-0.2891, 0.7654, 2.0113], [-1.1387, -0.8466, 1.6960], [-1.2687, -0.7585, -1.4301], [-1.1064, 1.0703, -1.9375], [3.3350, -0.3339, 0.1410], [3.0886, -1.6761, -0.8772]], "mulliken_charge": [-0.51, -0.45, -0.57, -0.35, -0.45, -0.64, 0.67, 0.26, 0.26, 0.30, 0.30, 0.34, 0.33, 0.27, 0.22]}


#z
{"formula": "C3H8N2OS", "method": "wB97M-V/def2-TZVPD", "e_lumo_ha": 0.0182, "total_charge": 0, "gap_ev": 8.065, "symbols": ["C", "C", "C", "N", "N", "O", "S", "H", "H", "H", "H", "H", "H", "H", "H"], "coordinates": [[1.6983, 0.0347, 0.0350], [0.6211, 1.0490, 0.2487], [0.7402, -1.1497, 0.0310], [-1.7208, -0.3136, -0.4801], [-2.8477, 0.2960, -0.6304], [-3.8228, 0.1336, 0.4690], [-0.6691, -0.1139, 0.7030], [2.5053, 0.2356, -0.6008], [2.2865, -0.0543, 1.0175], [0.7047, 1.9781, 0.9374], [0.2079, 1.3462, -0.6945], [0.5668, -1.3558, -0.9610], [0.9228, -1.9933, 0.6242], [-2.6542, 1.3707, -0.6660], [-3.6620, -0.7829, 0.8282]], "mulliken_charge": [-0.70, -0.44, -0.49, -0.41, -0.13, -0.47, 0.19, 0.40, 0.19, 0.34, 0.28, 0.28, 0.44, 0.22, 0.31]}


Preferred: #w; penalty for the next structure: 75.6 kJ/mol.